DFT (wB97M-V/def2-TZVPD) results for a 3-piece molecular cluster, CH2N2O2S overall.

Atoms and positions in Å:
C -0.77435 -0.96573 -1.58287
N -1.12819 -0.47811 1.93442
N -1.66518 -1.09901 1.20433
O -1.50881 -1.65110 -2.09241
O -0.01077 -0.27962 -1.05696
S 1.89030 2.02579 0.24023
H 1.99537 1.47988 1.53695
H 1.20163 0.96789 -0.18368

Forces on atoms 1 to 2 (eV/Å):
C 1.639 1.327 1.040
N -0.741 -0.840 -0.907

Calculated values
**LUMO energy**: 0.54 eV
**SMILES**: O=C=O.N#N.S
**ΔE to the lowest compared entry with this formula, charge and spin**: 16.10 kJ/mol
**E**: -697.5448 a.u.

=====

DFT (wB97M-V/def2-TZVPD) results for a 16-piece molecular cluster, C40H120N8O20 overall.

Atoms and positions in Å:
C -4.11967 5.34159 -4.63786
C -3.26437 5.37480 -3.48601
C -1.94519 4.60065 -3.75274
O -0.97646 4.83094 -2.76581
C 0.31319 4.57916 -3.25653
N -2.92865 6.73043 -3.08097
H -5.05783 5.87520 -4.45062
H -4.39929 4.29209 -4.96429
H -3.67877 5.79536 -5.55104
H -3.81397 4.93369 -2.61025
H -1.55465 4.98000 -4.70218
H -2.20256 3.48235 -3.83785
H 0.90481 4.28812 -2.41452
H 0.80337 5.44473 -3.72300
H 0.32857 3.73069 -3.85290
H -1.91877 6.83652 -2.97295
H -3.48846 7.18910 -2.35769
C -5.45409 1.76233 -3.14621
C -4.55891 2.10031 -1.86675
C -5.42275 2.36654 -0.50780
O -6.55776 3.07633 -0.86809
C -7.01621 4.09231 -0.03656
N -3.57310 1.05950 -1.60911
H -5.69015 0.72694 -3.17939
H -4.76451 1.97956 -3.97613
H -6.36387 2.37876 -3.21713
H -4.00875 2.98397 -2.13387
H -4.86243 2.91216 0.26408
H -5.59658 1.38151 -0.10111
H -7.45279 3.77242 0.94601
H -7.83114 4.56220 -0.57963
H -6.20342 4.84594 0.19796
H -3.90057 0.10990 -1.65017
H -2.75437 1.19685 -2.20391
C -3.90408 -1.17424 -4.65378
C -2.80672 -1.98763 -4.10001
C -3.15079 -3.50214 -4.14276
O -4.23795 -3.81737 -3.25792
C -4.51495 -5.21038 -2.94897
N -1.51248 -1.55514 -4.74809
H -4.11701 -1.35958 -5.71391
H -3.69022 -0.11697 -4.64050
H -4.84102 -1.30903 -4.15686
H -2.67196 -1.81443 -3.02036
H -2.24958 -4.07501 -3.86238
H -3.44740 -3.78211 -5.17573
H -5.18083 -5.14554 -2.06758
H -3.57685 -5.71132 -2.71407
H -5.02382 -5.61611 -3.82906
H -0.76569 -2.23951 -4.42002
H -1.65472 -1.78453 -5.74793
C 1.40550 8.64609 0.51507
C 2.07302 7.38749 -0.01717
C 1.10979 6.20018 0.16322
O 1.75807 5.02802 -0.22781
C 0.88756 3.94325 -0.05781
N 2.37751 7.49828 -1.47827
H 2.10942 9.36815 0.99589
H 0.60405 8.41198 1.22278
H 0.92921 9.15877 -0.27545
H 3.03838 7.27118 0.52871
H 0.18066 6.36314 -0.46796
H 0.88393 6.12665 1.26747
H 0.14519 3.88569 -0.81332
H 0.32221 4.07771 0.84644
H 1.46022 3.02919 -0.15342
H 2.88767 8.30989 -1.76836
H 2.88818 6.69763 -1.68655
C 5.34488 -2.90223 3.80508
C 4.41191 -3.77218 4.64296
C 3.47475 -3.01478 5.61990
O 2.51870 -3.86505 6.21000
C 1.99986 -3.36755 7.45878
N 3.66589 -4.65738 3.73918
H 5.81410 -3.53222 2.97518
H 6.15686 -2.56315 4.49631
H 4.76883 -2.11465 3.42112
H 5.08595 -4.37688 5.27577
H 2.94203 -2.34710 4.94103
H 4.06322 -2.43900 6.32862
H 1.43610 -4.13151 7.94818
H 1.35162 -2.45764 7.26646
H 2.84356 -3.11048 8.04930
H 3.06544 -5.26872 4.31728
H 3.02898 -4.01077 3.25424
C 1.14673 0.87809 1.81125
C 1.15049 -0.49846 1.10564
C 1.47473 -0.28369 -0.35936
O 0.34529 0.25270 -1.06266
C 0.59748 0.28153 -2.52311
N 2.19121 -1.27774 1.76207
H 0.43386 1.48749 1.32962
H 2.17449 1.27284 1.75428
H 0.86240 0.80848 2.83190
H 0.19399 -1.00251 1.23457
H 1.68736 -1.31696 -0.69758
H 2.43302 0.21136 -0.57287
H 0.68306 1.33431 -2.84819
H -0.23053 -0.14395 -3.01301
H 1.45574 -0.31472 -2.67711
H 2.02589 -1.42488 2.72730
H 2.26616 -2.18019 1.35793
C 0.35724 -3.34322 -2.06371
C 0.72095 -4.77615 -2.42275
C -0.31745 -5.75530 -1.85446
O -0.24135 -5.59252 -0.44786
C -1.20948 -6.42662 0.31187
N 0.68791 -4.88112 -3.87289
H 1.20402 -2.69820 -2.43398
H 0.30694 -3.25511 -0.98041
H -0.56163 -3.09274 -2.51819
H 1.71385 -5.17457 -2.15373
H 0.01233 -6.73458 -2.16000
H -1.33220 -5.66318 -2.19605
H -1.14629 -6.21732 1.35082
H -1.05634 -7.51317 0.13741
H -2.25023 -6.17742 -0.04039
H 0.64202 -5.79736 -4.24416
H -0.09984 -4.30664 -4.23980
C 3.27700 5.56846 3.41400
C 3.35313 4.14179 2.80814
C 4.30157 4.21942 1.58813
O 4.43335 2.94932 0.96396
C 4.62176 3.00441 -0.44354
N 3.75714 3.18080 3.78674
H 2.61759 5.70305 4.30979
H 2.94433 6.20862 2.61541
H 4.34109 5.84535 3.69057
H 2.37062 3.79888 2.37752
H 5.27278 4.54916 1.96858
H 3.99837 4.96708 0.85471
H 5.50781 3.63660 -0.65134
H 3.77573 3.53067 -1.00920
H 4.82107 1.97451 -0.74027
H 3.81056 2.31635 3.28199
H 4.71811 3.32160 4.11444
C -2.25965 0.79533 4.21585
C -3.60515 0.49223 4.89415
O -4.76682 0.65425 4.10570
O -2.06896 -0.06324 3.10735
H -1.39056 0.62071 4.83898
H -2.29464 1.83484 3.83629
H -3.79196 1.26553 5.70815
H -3.53208 -0.50873 5.21647
H -4.63565 0.08672 3.28175
H -1.85377 0.43148 2.29957
C -2.61475 -2.66171 0.18783
C -4.04895 -2.17620 0.17874
O -4.63656 -1.76911 -1.03812
O -2.64118 -3.83014 -0.69679
H -2.29250 -2.92892 1.24277
H -1.95715 -1.91310 -0.15032
H -4.07679 -1.24128 0.74944
H -4.60447 -2.91298 0.74696
H -4.56923 -2.39734 -1.78238
H -1.76733 -4.22340 -0.74697
C 0.07772 -4.33379 4.05793
C -0.68194 -3.06275 4.39861
O -0.00338 -1.92825 3.83311
O -0.32080 -4.77616 2.77322
H -0.05969 -5.17598 4.75879
H 1.15920 -4.31603 4.11610
H -0.73122 -2.94647 5.47983
H -1.72088 -3.14658 4.15028
H -0.62943 -1.27843 3.44111
H 0.41425 -4.78567 2.20507
C 4.48861 -3.78949 -2.33632
C 4.36456 -5.26077 -2.58923
O 3.78673 -5.58947 -3.86306
O 4.59115 -3.57321 -0.93119
H 3.71872 -3.16587 -2.69292
H 5.46333 -3.38037 -2.80856
H 3.77254 -5.66443 -1.76274
H 5.32201 -5.81643 -2.55309
H 2.92982 -5.18019 -3.97916
H 4.90206 -2.65450 -0.80611
O 5.85977 -1.14872 -0.45634
H 6.65001 -0.80774 -0.92855
H 5.72654 -0.59500 0.30785
O 4.72819 0.32582 1.46972
H 3.95068 -0.20884 1.69127
H 4.36491 1.27313 1.45415
O -1.69026 0.80249 0.54526
H -0.95210 0.59006 -0.08082
H -2.47980 0.95234 -0.00609
O 2.79040 -4.46343 0.93029
H 3.21414 -4.13251 0.11784
H 3.48131 -4.79623 1.54830

Forces on atoms 1 to 2 (eV/Å):
C -2.077 -0.967 -3.295
C 1.448 -0.176 3.443

Calculated values
**LUMO energy**: 0.43 eV
**ΔE to the lowest compared entry with this formula, charge and spin**: 0.00 kJ/mol
**E**: -3538.6106 a.u.

=====

DFT (wB97M-V/def2-TZVPD) results for C33H44INO2SeW as an isolated structure.

Atoms and positions in Å:
W 0.43346 -2.63953 0.21603
C 2.51805 4.42773 -2.47843
C 3.05929 3.70946 -1.23437
C 4.59538 3.66389 -1.29169
C 2.63628 4.49915 0.00389
C 2.53634 2.27405 -1.20295
C 1.89278 1.74155 -0.09767
C 1.45361 0.43482 -0.16830
Se 0.72513 -0.45813 1.38795
C -1.18721 -0.12850 1.44820
C -1.68935 0.90893 2.20397
C -3.06812 1.01241 2.34169
C -3.85542 0.02953 1.73780
C -3.36877 -1.04046 0.99069
C -1.98615 -1.09216 0.84617
O -1.33310 -2.10655 0.15726
C -4.29611 -2.10663 0.38568
C -5.76285 -1.85079 0.74930
C -3.91865 -3.49771 0.92959
C -4.18273 -2.08661 -1.14701
C -3.72000 2.11241 3.17750
C -4.21880 1.47806 4.48920
C -2.73091 3.23023 3.50981
C -4.90980 2.72031 2.42033
C 1.64705 -0.37804 -1.27452
O 1.16559 -1.68153 -1.19787
C 2.32047 0.10945 -2.39554
C 2.73718 1.43597 -2.30509
C 2.59032 -0.74875 -3.64394
C 3.42598 -1.98272 -3.26018
C 3.38238 0.02667 -4.70310
C 1.25959 -1.17630 -4.28256
H 2.90237 5.44884 -2.50435
H 1.42596 4.47616 -2.46216
H 2.82573 3.93983 -3.40587
H 4.99585 4.67959 -1.29255
H 4.94933 3.16463 -2.19716
H 5.00507 3.13769 -0.42550
H 2.97530 5.53045 -0.09590
H 3.08381 4.09809 0.91814
H 1.54853 4.52018 0.11879
H 1.72413 2.32862 0.79561
H -1.02060 1.62459 2.66493
H -4.92525 0.10433 1.85929
H -5.92907 -1.87133 1.82912
H -6.38009 -2.63436 0.30844
H -6.11527 -0.89492 0.35445
H -3.78346 -3.47708 2.01495
H -3.00937 -3.87720 0.45951
H -4.71725 -4.20738 0.70559
H -4.52575 -1.12962 -1.54662
H -4.81353 -2.87188 -1.56962
H -3.16427 -2.25326 -1.48990
H -3.38892 1.05220 5.06025
H -4.94655 0.68507 4.29548
H -4.70407 2.23712 5.10864
H -1.93278 2.88909 4.17633
H -3.25775 4.03242 4.02840
H -2.28260 3.65712 2.60667
H -5.71675 1.99995 2.26732
H -4.60425 3.10938 1.44482
H -5.32414 3.54739 2.99988
H 3.25808 1.85331 -3.15353
H 4.32951 -1.68736 -2.71565
H 3.74348 -2.50349 -4.16620
H 2.86185 -2.69455 -2.65827
H 4.35832 0.34936 -4.33013
H 2.83351 0.90146 -5.06204
H 3.55830 -0.62341 -5.56139
H 0.63775 -1.75182 -3.60147
H 1.45862 -1.79687 -5.16030
H 0.69058 -0.30268 -4.61012
I 0.02179 -4.98581 1.72982
C 2.09138 -4.47887 1.66229
C 3.06567 -5.08599 2.40405
C 4.36418 -4.61577 2.21078
C 4.59467 -3.58322 1.31475
C 3.53466 -3.02436 0.63607
N 2.27783 -3.47249 0.80802
H 2.84047 -5.89396 3.08667
H 5.18347 -5.06660 2.75875
H 5.59361 -3.20702 1.14203
H 3.65700 -2.21581 -0.07294

Forces on atoms 1 to 2 (eV/Å):
W -0.013 1.138 -1.315
C -0.038 0.010 -0.039

Calculated values
**Net charge**: +2
**LUMO energy (alpha / beta)**: -7.37 / -7.49 eV
**2S+1**: 3
**ΔE to the lowest compared entry with this formula, charge and spin**: 18.22 kJ/mol
**E**: -4254.7927 a.u.
**⟨S²⟩**: 2.02

=====

DFT (wB97M-V/def2-TZVPD) results for C23H52Br2ClIN2O6PS3 as an isolated structure.

Atoms and positions in Å:
C -1.81223 5.21259 0.94573
C -1.21779 3.76333 0.66374
C -1.46351 2.94504 1.98266
N -1.75975 1.50304 1.80900
C -0.87269 0.79246 0.90017
C -1.39686 -0.77634 0.95227
O -1.99026 -0.84488 2.24663
C -3.19963 -1.58602 2.33671
C -3.44618 -1.83200 3.87696
C -2.18597 -1.27530 -0.28435
Br -3.79569 -0.13611 -0.66542
C -1.36151 -1.34660 -1.63165
C -1.49413 -0.12282 -2.60700
C -0.11169 -1.70501 1.22034
C -0.34128 -3.02429 2.00251
C 0.97114 -3.78098 2.38480
C 1.92594 -4.05527 1.18175
I 3.73805 -5.00454 1.95075
C 0.80572 -0.64755 1.97357
C 0.86213 -0.59041 3.52193
O -0.05184 0.30831 4.10871
C -0.29133 -0.00625 5.48037
N 0.56681 0.58612 1.16490
Br 1.69999 1.90712 1.88590
P 1.24074 0.47385 -0.55070
O 1.10336 1.99707 -1.24274
Cl 3.33047 0.19567 -0.37341
H -1.24619 6.01547 0.44393
H -2.89499 5.27409 0.74177
H -1.69077 5.38844 2.04039
H -0.11712 3.90090 0.56348
H -1.66608 3.28004 -0.22279
H -2.36641 3.38534 2.46236
H -0.65844 3.07794 2.73647
H -2.66812 1.50343 1.34187
H -1.07854 1.16606 -0.12906
H -4.09748 -1.05734 1.96665
H -3.10316 -2.60423 1.89639
H -4.54140 -1.93497 4.00440
H -2.98573 -2.78688 4.20496
H -3.07520 -0.96772 4.45736
H -2.61210 -2.28430 -0.13551
H -0.29060 -1.57063 -1.50388
H -1.78347 -2.20764 -2.19566
H -0.60276 -0.17237 -3.27914
H -2.37392 -0.18208 -3.26636
H -1.45140 0.86688 -2.11710
H 0.48973 -2.03147 0.34978
H -0.91790 -3.71704 1.34602
H -0.94452 -2.91782 2.92419
H 0.65918 -4.77456 2.77816
H 1.56380 -3.30911 3.19017
H 1.46563 -4.62790 0.35678
H 2.27566 -3.06573 0.80802
H 1.83574 -0.98768 1.70439
H 0.70938 -1.58623 3.99630
H 1.89000 -0.27592 3.82044
H -0.76223 -1.00991 5.52670
H 0.66759 0.01947 6.03894
H -0.96101 0.78620 5.86322
H 1.33831 1.85273 -2.17269
C 0.21803 2.61203 -5.59831
S 1.38307 1.95754 -6.80607
O 1.95874 0.71049 -6.22399
C 2.61143 3.26168 -6.60583
H -0.62476 1.92574 -5.52804
H 0.70161 2.69647 -4.62322
H -0.13855 3.58879 -5.92612
H 2.93920 3.30615 -5.56623
H 2.17950 4.21662 -6.90725
H 3.46156 3.03087 -7.24543
C 1.55265 7.59398 -3.55149
S 0.82206 6.33096 -2.49329
O -0.64507 6.58893 -2.43444
C 1.54471 6.94212 -0.95857
H 1.20404 7.43013 -4.56991
H 1.24222 8.58344 -3.21508
H 2.63955 7.50853 -3.52181
H 1.23686 7.97450 -0.78997
H 2.63179 6.87720 -1.01753
H 1.18838 6.31777 -0.14004
C 0.26466 -9.05331 0.14724
S 1.30651 -7.59400 0.32623
O 0.77133 -6.54670 -0.59862
C 2.76377 -8.30775 -0.45511
H -0.72328 -8.81881 0.54038
H 0.18296 -9.32350 -0.90592
H 0.69528 -9.87733 0.71652
H 2.52099 -8.62621 -1.46931
H 3.11211 -9.15612 0.13451
H 3.54117 -7.54588 -0.48840

Forces on atoms 1 to 2 (eV/Å):
C 0.575 -0.650 0.457
C 0.174 1.320 1.498

Calculated values
**Net charge**: +1
**LUMO energy**: -3.91 eV
**E**: -8909.8921 a.u.

=====

DFT (wB97M-V/def2-TZVPD) results for C45H57Cl2N5O2ReSi as an isolated structure.

Atoms and positions in Å:
Re 0.47313 -0.30740 0.10142
C -2.30681 2.02629 1.94752
C -0.87824 1.92775 2.45644
C 0.16144 2.53903 1.53958
N 0.65981 1.76010 0.38640
C 1.63027 2.37522 -0.29897
C 1.99643 3.71873 -0.05955
C 2.87489 4.57216 -0.69727
C 3.68368 4.36888 -1.80419
C 3.85326 3.16641 -2.45458
C 3.32089 1.92259 -2.14920
C 2.39139 1.50044 -1.19160
N 2.09784 0.19725 -1.01822
C 3.05325 -0.76461 -1.56368
C 2.66055 -2.20318 -1.31806
C 2.38702 -2.61821 0.11246
N 1.05964 -2.17126 0.51575
C 0.40381 -2.81866 1.48911
C 0.99654 -3.86052 2.20757
C 0.48145 -4.74981 3.14300
C -0.80380 -4.87675 3.61990
C -1.87667 -4.05510 3.29382
C -1.92638 -2.92256 2.50996
C -0.93220 -2.25471 1.75404
N -1.14931 -1.06723 1.19518
C -2.45127 -0.43845 1.46071
C -2.60693 0.96973 0.89871
H -2.48170 3.02429 1.53216
H -3.00492 1.91164 2.78316
H -0.59811 0.90309 2.69749
H -0.79568 2.48856 3.38851
H 1.03130 2.77635 2.15988
H -0.24786 3.48341 1.16359
H 1.49551 4.18788 0.76943
H 2.91508 5.56732 -0.26775
H 4.24534 5.21893 -2.16988
H 4.52539 3.17324 -3.30548
H 3.69338 1.13656 -2.78827
H 4.03893 -0.55515 -1.13049
H 3.14818 -0.65332 -2.64862
H 3.45121 -2.83539 -1.72995
H 1.76003 -2.40904 -1.88352
H 3.13671 -2.20949 0.80293
H 2.44740 -3.70791 0.16006
H 2.05257 -3.98967 2.02084
H 1.20459 -5.45383 3.54032
H -0.99714 -5.68313 4.31569
H -2.82274 -4.32207 3.75291
H -2.90212 -2.46328 2.48244
H -2.59626 -0.39295 2.54716
H -3.24943 -1.07568 1.07120
H -3.62679 1.08947 0.52638
H -1.94177 1.10546 0.04176
Cl -3.30480 -1.08967 5.75074
C -2.94772 0.58337 6.09601
C -3.99511 1.42353 6.41847
C -3.73899 2.75560 6.69440
C -2.44264 3.23208 6.60046
C -1.40508 2.38647 6.24603
Cl 0.15464 3.09622 5.98673
C -1.61374 1.01284 6.01890
N -0.62198 0.12738 5.64016
C 0.61026 -0.07638 6.31896
C 0.76736 0.30219 7.64864
C 1.97235 0.09680 8.29715
C 3.02041 -0.51668 7.62736
C 2.84344 -0.93014 6.31752
C 1.64724 -0.72058 5.63976
C 1.49808 -1.20945 4.22468
C 2.15936 -0.31480 3.15227
O 3.30554 0.06334 3.35031
O 1.46775 -0.07109 2.09930
H -4.99882 1.02457 6.46179
H -4.54675 3.42223 6.96171
H -2.22168 4.27636 6.77220
H -0.97985 -0.70729 5.20299
H -0.06031 0.76330 8.17187
H 2.08655 0.40838 9.32744
H 3.96754 -0.68021 8.12448
H 3.65489 -1.40894 5.78417
H 0.45905 -1.40267 3.95756
H 2.02409 -2.16429 4.14655
C -2.82996 -0.88893 -1.56542
Si -0.98309 -0.99439 -1.99873
C -0.91438 -2.82836 -2.74209
C -0.60927 -3.87347 -1.65784
C -2.30452 -3.21860 -3.28584
C 0.03988 -3.03078 -3.93152
C -0.82256 0.31812 -3.42583
C -1.87608 0.09344 -4.51991
C 0.54697 0.35331 -4.10690
C -1.08009 1.70340 -2.81753
H -3.42104 -1.09973 -2.45566
H -3.12825 0.09308 -1.20639
H -3.10955 -1.62852 -0.81235
H -1.22960 -3.72758 -0.76812
H 0.42986 -3.87575 -1.33866
H -0.83180 -4.87270 -2.05007
H -3.05188 -3.28842 -2.49627
H -2.22693 -4.20863 -3.74882
H -2.67782 -2.53235 -4.04563
H 1.07204 -2.74976 -3.74274
H -0.29365 -2.46988 -4.80556
H 0.04122 -4.09091 -4.21180
H -1.79378 -0.88848 -4.98687
H -1.74307 0.83921 -5.31261
H -2.89272 0.20308 -4.13870
H 0.80283 -0.58910 -4.58994
H 1.33052 0.59843 -3.39973
H 0.55025 1.12957 -4.88193
H -2.08114 1.77961 -2.38541
H -1.00026 2.47134 -3.59632
H -0.35994 1.94891 -2.03548

Forces on atoms 1 to 2 (eV/Å):
Re 0.301 0.219 0.631
C 0.019 -0.026 -0.026

Calculated values
**LUMO energy (alpha / beta)**: -1.24 / -0.93 eV
**2S+1**: 2
**ΔE to the lowest compared entry with this formula, charge and spin**: 0.00 kJ/mol
**E**: -3461.3743 a.u.
**⟨S²⟩**: 0.77